1.
Here is a single C20H9Cl4N5O5 molecule at a distorted geometry from the OMol25 dataset. Energies are from ωB97M-V/def2-TZVPD.

**Highest occupied orbital energy**: -8.21 eV

Positions of all 43 atoms, in Å:
1 Cl 1.8609 -0.4124 6.3965
2 Cl -0.8268 0.8783 5.3490
3 Cl 6.5555 2.8151 -2.1384
4 Cl 3.8035 4.2040 -3.0018
5 O 1.0168 0.5063 -1.5877
6 O 4.1110 1.1193 2.0842
7 O 1.0843 -0.8196 0.1930
8 O 1.6132 2.0801 1.0946
9 O -2.9903 0.2374 1.7173
10 N -0.9957 1.2569 1.1604
11 N 0.5073 -0.3547 -0.7849
12 N -5.3848 -2.0810 -2.3028
13 N -6.4494 -1.5844 -2.2919
14 N -4.3982 -2.8766 -2.0056
15 C 4.0301 1.7291 0.8338
16 C -0.7465 -0.8680 -1.0028
17 C 3.8601 3.2212 -1.5506
18 C 2.7369 3.0025 -0.7635
19 C 1.7570 1.5225 2.3382
20 C -0.8193 1.9445 2.3980
21 C 1.8437 0.3500 4.8358
22 C 3.0473 0.4002 4.0870
23 C 0.5178 1.4688 3.0886
24 C 2.8022 2.2857 0.4284
25 C -3.2286 -2.2198 -1.5947
26 C 0.5579 0.9023 4.3572
27 C 2.9718 0.9113 2.8060
28 C -0.7993 -1.7583 -2.1287
29 C 5.1999 1.9245 0.0346
30 C -2.0131 -2.4198 -2.3528
31 C -1.9389 0.2362 0.9743
32 C -1.8857 -0.6527 -0.2075
33 C 5.1008 2.7008 -1.1993
34 C -3.0515 -1.3181 -0.5456
35 H -0.2104 1.2542 0.5020
36 H 3.8640 -0.1598 4.4373
37 H -2.0270 -3.1553 -3.0090
38 H -1.7132 1.7335 3.0480
39 H 0.1033 -1.9786 -2.7608
40 H -3.9194 -1.1518 0.1063
41 H 1.7834 3.3447 -1.0332
42 H -0.6798 3.0255 2.3486
43 H 6.1038 1.5111 0.3968

These are the Löwdin partial charges, in e, on atoms 1 to 8: number 1, Cl, carries 0.658; number 2, Cl, carries 0.734; number 3, Cl, carries 0.669; number 4, Cl, carries 0.657; number 5, O, carries 0.087; number 6, O, carries 0.068; number 7, O, carries 0.138; number 8, O, carries 0.028

---

2.
Here is a molecular structure, C36H54CoN5O2P2 at a distorted geometry from the OMol25 dataset. Energies are from ωB97M-V/def2-TZVPD.

**Charge**: +1
**Highest occupied orbital energy (alpha / beta)**: -8.43 / -10.57 eV
**Multiplicity**: 4

Positions of all 100 atoms, in Å:
1 Co -0.1150 -0.4624 -0.2391
2 P 1.3614 -2.0679 -0.8760
3 P -1.2713 1.6066 0.6453
4 O 1.8413 -0.4108 2.7434
5 O -2.1472 -2.3205 0.5718
6 N 1.2193 -1.4993 4.6416
7 N 1.3694 0.8096 -0.4046
8 N -2.6055 -1.3418 3.3424
9 N -0.3577 -1.0456 2.9061
10 N -1.0450 -0.1904 -1.9198
11 C -1.2802 4.1203 1.9734
12 C 1.5329 -2.2152 -2.7616
13 C 1.3754 -3.5284 1.4745
14 C 2.7543 -3.0536 -3.1656
15 C 1.1208 2.1562 -0.5075
16 C 0.2731 -2.1457 5.3834
17 C 2.9189 -4.3954 -0.2684
18 C -2.0646 1.9861 -5.8241
19 C 2.8986 -1.1512 -0.3581
20 C -0.7613 3.8236 -4.9253
21 C -3.7704 0.6725 -0.4392
22 C 1.7144 -0.8290 -3.4121
23 C 0.9100 -0.9585 3.3892
24 C 3.7275 1.2312 -0.4623
25 C -1.4790 3.2454 -5.9823
26 C -1.6169 2.0348 3.4534
27 C 0.6455 2.5509 2.4946
28 C -1.0923 0.7305 -2.6808
29 C -1.0193 -2.1817 4.9403
30 C 0.4211 -4.6876 -0.5076
31 C -0.5822 3.1452 -3.7093
32 C -1.3035 -1.5423 3.7205
33 C 1.5444 -3.7545 -0.0338
34 C -1.2574 -1.5820 0.3263
35 C -3.2568 3.0611 -0.8006
36 C -1.1905 1.8276 -3.5536
37 C 2.6463 0.3524 -0.4404
38 C 3.4665 2.5756 -0.6864
39 C -0.8829 2.6302 2.2476
40 C -0.0809 2.7695 -0.0237
41 C 0.2425 -2.8541 -3.3036
42 C -4.0000 2.2431 1.4497
43 C -1.9346 1.3178 -4.6295
44 C 2.5702 -1.3929 5.1942
45 C 2.1786 3.0278 -0.7843
46 C -3.1424 1.9225 0.2119
47 H 1.9552 -0.9867 -4.4736
48 H -1.8229 -2.6536 5.4937
49 H 0.1080 -3.8851 -2.9560
50 H 0.9985 1.5024 2.4933
51 H 0.4064 -5.5630 0.1566
52 H 4.7359 0.8099 -0.3480
53 H -0.5651 -4.2075 -0.4414
54 H -2.7986 -1.3875 2.3407
55 H -3.2620 0.3939 -1.3672
56 H -0.9714 2.1386 4.3438
57 H -2.3898 0.3255 -4.5774
58 H -1.5123 4.3296 0.9135
59 H -2.7180 2.8348 -1.7309
60 H -2.5619 2.5613 3.6561
61 H 2.9879 -2.3938 5.3730
62 H 3.0151 -4.8453 -1.2604
63 H -0.6416 -2.2659 -3.0240
64 H 0.7974 -0.2415 -3.3781
65 H 0.0013 3.5990 -2.8923
66 H 3.0377 -5.2087 0.4617
67 H 3.6861 -2.6837 -2.7149
68 H 2.6321 -4.1200 -2.9438
69 H 2.5244 -0.2494 -2.9546
70 H 4.3117 3.2765 -0.7405
71 H 3.1489 -1.4718 0.6711
72 H -4.3219 3.1944 -1.0636
73 H -0.5066 3.4644 -0.7339
74 H -0.2946 4.8126 -5.0474
75 H -5.0542 2.3503 1.1328
76 H -4.8267 0.8905 -0.6839
77 H 3.2023 -0.8452 4.4889
78 H -1.5624 3.7987 -6.9211
79 H -3.9636 1.4249 2.1818
80 H 0.4396 -3.0033 1.7014
81 H -3.7055 3.1839 1.9297
82 H 0.5841 -5.0534 -1.5279
83 H -3.7568 -0.1916 0.2366
84 H 3.7471 -3.6921 -0.1141
85 H 2.8644 -2.9654 -4.2575
86 H -2.9104 4.0263 -0.4150
87 H -1.8230 0.9635 3.3086
88 H 0.3138 -2.8744 -4.4007
89 H 1.3445 -4.5065 1.9758
90 H 1.2062 3.1096 1.7196
91 H 0.6170 -2.5785 6.3125
92 H -2.6161 1.5075 -6.6296
93 H 0.8729 3.0271 3.4618
94 H 3.7528 -1.4849 -0.9753
95 H -0.4153 4.7583 2.2260
96 H 2.2072 -2.9554 1.9010
97 H -2.1418 4.4257 2.5865
98 H -3.2963 -1.8348 3.8940
99 H 1.9307 4.0701 -0.9518
100 H 2.5348 -0.8600 6.1546

These are the Löwdin partial charges, in e, on atoms 1 to 8: number 1, Co, carries 0.059; number 2, P, carries 1.118; number 3, P, carries 1.162; number 4, O, carries -0.029; number 5, O, carries 0.040; number 6, N, carries -0.039; number 7, N, carries 0.051; number 8, N, carries 0.162

---

3.
Here is 2 unconnected molecules or ions with the total composition C4H2F2O at a distorted geometry from the OMol25 dataset. Energies are from ωB97M-V/def2-TZVPD.

**Highest occupied orbital energy**: -9.69 eV

Positions of all 9 atoms, in Å:
1 F 0.2992 0.9365 -0.3968
2 F -1.5201 0.0163 1.2145
3 O -0.3095 -2.8428 1.6539
4 C 0.2655 -1.8864 1.3182
5 C 1.5975 0.3032 1.5351
6 C 1.4157 0.1716 0.0596
7 C 1.0385 -0.8671 1.0530
8 H 2.1361 0.0946 -0.7872
9 H -1.0154 0.6297 0.7182

These are the Löwdin partial charges, in e, on atoms 1 to 8: number 1, F, carries -0.061; number 2, F, carries -0.060; number 3, O, carries 0.264; number 4, C, carries -0.039; number 5, C, carries 0.178; number 6, C, carries -0.250; number 7, C, carries -0.241; number 8, H, carries 0.152

---

4.
Here is 11 unconnected molecules or ions with the total composition C33H52N4O35P3 at a distorted geometry from the OMol25 dataset. Energies are from ωB97M-V/def2-TZVPD.

**Charge**: +1
**Highest occupied orbital energy**: -11.32 eV

Positions of all 127 atoms, in Å:
1 P -0.4180 -0.4324 0.3752
2 P 3.8752 2.7573 0.6668
3 P 3.7388 4.9259 0.8579
4 O 1.1323 2.7629 -10.3397
5 O 1.9248 -4.3035 -0.4504
6 O -6.9468 5.7632 -2.1123
7 O 1.1396 0.4729 -5.0570
8 O 2.0874 -6.2620 4.1977
9 O 6.8729 2.2086 -2.2008
10 O 6.6866 3.8091 -0.5767
11 O -2.4022 -1.5474 -4.5138
12 O -4.2913 -1.8964 -5.7562
13 O 0.4264 -7.7981 3.8610
14 O -1.7535 -5.1310 7.1579
15 O -2.7192 -7.7236 1.9769
16 O -3.6009 -5.0665 8.4452
17 O 2.2851 0.8318 -10.7590
18 O 0.7662 -4.1548 1.4756
19 O -3.4296 -5.7439 2.7834
20 O 2.4365 1.8776 -8.7304
21 O 8.5340 3.7446 -1.8640
22 O -3.6675 0.2124 -5.1273
23 O -3.5732 1.7630 -0.1870
24 O -3.7569 2.7527 -2.2409
25 O 1.9808 2.4469 4.9014
26 O -0.7130 0.8811 -0.7501
27 O -3.4145 -6.6670 6.8212
28 O -6.8629 3.9459 -0.7250
29 O -2.8031 -5.9064 0.5896
30 O 2.2579 5.2700 1.3844
31 O 0.2400 -6.1975 5.4850
32 O -3.1002 3.9831 -0.4720
33 O 2.5352 2.2267 -4.8315
34 O 2.3269 -2.5592 0.9734
35 O 3.9059 5.7576 -0.6861
36 O 0.2952 2.5979 -5.1119
37 O 4.8649 5.5090 2.0805
38 O -7.5733 5.9256 0.0815
39 N 0.4691 1.4946 2.4724
40 N 2.5981 2.4760 3.6876
41 N -1.9453 -0.8559 1.2167
42 N 2.3186 2.0069 1.1063
43 C -2.8170 -7.8591 3.3823
44 C 1.2141 -5.5177 -0.2992
45 C -2.6667 -4.1688 9.0147
46 C 2.1671 0.5048 0.8310
47 C 1.2400 1.8335 -5.0089
48 C -3.4842 2.7462 -0.9033
49 C -2.9689 -6.4134 1.6865
50 C 1.9007 2.0650 2.5736
51 C 1.9780 1.7435 -10.0093
52 C -2.9629 -5.7065 7.4221
53 C -3.6944 -6.7157 3.7772
54 C -1.6715 -0.3788 -4.1924
55 C -7.8381 4.9539 1.0753
56 C 8.5888 4.9469 -1.1200
57 C 1.1742 -5.2998 6.0545
58 C -3.5213 -1.1437 -5.1832
59 C 3.2815 1.0616 -4.5341
60 C 0.8600 3.4742 -9.1468
61 C -3.7562 4.1059 -2.6543
62 C -2.9061 4.7790 -1.6261
63 C 0.1619 -5.1771 0.7057
64 C 2.1422 -5.0597 4.9417
65 C 2.4584 -0.0347 -5.1289
66 C 2.0378 3.1593 -8.2827
67 C -6.9608 3.8105 0.6804
68 C 1.7254 -3.5820 0.6912
69 C 7.6207 4.7068 -0.0072
70 C 0.8780 -6.8375 4.4619
71 C -1.6987 -3.9287 7.9019
72 C -2.7150 0.6908 -4.1967
73 C 0.7953 0.1731 1.7219
74 C 7.3246 3.1691 -1.5999
75 C -7.1127 5.2562 -1.0154
76 H -4.7580 -6.9742 3.7447
77 H 1.9033 -6.2884 0.0619
78 H 3.1566 -4.8744 5.3054
79 H -4.7867 4.4768 -2.6528
80 H -1.8432 4.7670 -1.8891
81 H -3.4526 -6.3297 4.7713
82 H -2.0023 -3.0985 7.2554
83 H -1.8139 -7.7855 3.8152
84 H -2.3169 1.6592 -4.5121
85 H 9.6032 5.1322 -0.7564
86 H -0.9055 -0.2190 -4.9584
87 H -0.0373 2.1933 1.8705
88 H -8.9018 4.6954 1.0428
89 H -3.2151 5.8115 -1.4414
90 H -0.7468 -4.7797 0.2416
91 H -0.0802 3.1063 -8.7228
92 H 3.1025 0.0899 1.4360
93 H -1.1846 -0.4816 -3.2187
94 H 1.6427 -5.7794 6.9203
95 H -7.3932 2.8423 0.9473
96 H 2.9451 5.9046 -0.9887
97 H 4.2806 1.1182 -4.9747
98 H 0.7648 4.5449 -9.3470
99 H 2.8659 3.8599 -8.4331
100 H -2.1982 -4.6483 9.8805
101 H -1.4886 1.4302 -0.4287
102 H -2.4624 0.0286 1.4253
103 H -3.3449 4.2033 -3.6628
104 H 1.8385 -4.2296 4.2952
105 H 1.7801 3.1363 -7.2203
106 H 4.0300 2.5188 -0.7581
107 H -0.1044 -6.0305 1.3354
108 H 2.5450 -0.9704 -4.5697
109 H -3.2494 -8.8273 3.6492
110 H 2.7083 -0.2228 -6.1784
111 H -7.5963 5.3398 2.0694
112 H -1.6729 -1.3623 2.1065
113 H 7.1259 5.6255 0.3197
114 H 0.8572 -0.6576 2.5461
115 H 2.5840 1.8278 5.4374
116 H 8.0893 4.2273 0.8585
117 H 8.2851 5.7771 -1.7665
118 H 0.7891 -5.8399 -1.2537
119 H 3.6011 2.7944 3.5471
120 H -3.1616 -3.2501 9.3416
121 H 4.4190 6.2324 2.6117
122 H 0.6793 -4.3811 6.3815
123 H 3.3764 0.9706 -3.4470
124 H -3.1999 0.8058 -3.2216
125 H 2.0846 0.2554 -0.3129
126 H -5.9577 3.8840 1.1133
127 H -0.6843 -3.7434 8.2655

These are the Löwdin partial charges, in e, on atoms 1 to 8: number 1, P, carries 0.924; number 2, P, carries 0.856; number 3, P, carries 0.532; number 4, O, carries 0.069; number 5, O, carries 0.070; number 6, O, carries 0.131; number 7, O, carries 0.036; number 8, O, carries 0.069

---

5.
Here is a molecular structure, C33H26AsBr4NO8Tb at a distorted geometry from the OMol25 dataset. Energies are from ωB97M-V/def2-TZVPD.

**Charge**: -1
**Highest occupied orbital energy (alpha / beta)**: -4.74 / -4.75 eV
**Multiplicity**: 7

Positions of all 74 atoms, in Å:
1 Tb 0.0194 -0.0743 0.1081
2 Br -1.6928 4.0766 2.7119
3 Br -2.8524 6.0020 -2.5766
4 Br -1.6739 3.0851 -3.7476
5 Br -2.8437 6.5159 0.7162
6 As -1.8435 -1.3116 -2.1538
7 O -1.9032 -1.0113 -0.4979
8 O -0.9470 -0.9913 2.0847
9 O -0.8262 1.6916 1.1449
10 O -0.7808 1.3107 -1.5289
11 O 0.8669 -1.7526 -1.0576
12 O 2.7034 -2.6605 -1.9945
13 O 1.5547 -0.3144 1.5974
14 O 2.3043 -1.0912 3.5734
15 N 2.0151 0.6960 -1.2992
16 C -0.0511 -2.6683 3.5452
17 C 1.8392 3.0493 -0.8966
18 C -0.0146 -5.4093 4.0907
19 C -1.7536 3.8682 0.8336
20 C -0.0535 -3.1251 4.8547
21 C -0.4977 -0.2738 4.3330
22 C 1.4293 -0.8380 2.7697
23 C 0.0050 -4.9557 2.7746
24 C 3.2249 2.2236 -2.7261
25 C -2.2238 4.8843 -0.0166
26 C -1.2852 2.4268 -1.0592
27 C 2.5242 -0.3095 -1.9598
28 C -1.7600 3.4452 -1.8864
29 C 0.2615 0.7889 4.8085
30 C -1.7922 -0.4515 4.8246
31 C -0.0385 -4.4901 5.1282
32 C -0.5552 -0.8130 -3.4891
33 C 3.7778 1.1095 -3.4040
34 C -3.4796 -0.6540 -2.8731
35 C 2.3683 1.9693 -1.6446
36 C -0.0125 -3.5963 2.5050
37 C -2.2306 4.6706 -1.3860
38 C -0.2654 1.6550 5.7598
39 C 2.1150 4.3314 -1.2630
40 C -1.5525 1.4726 6.2442
41 C 2.0261 -1.7151 -1.6373
42 C 3.5009 3.5665 -3.0843
43 C 2.9492 4.5947 -2.3784
44 C 3.4522 -0.1503 -3.0140
45 C -0.0295 -1.1819 3.2051
46 C -1.8883 -3.2124 -2.3479
47 C -2.3193 0.4136 5.7722
48 C -1.3012 2.6380 0.3595
49 H 0.1591 -1.6246 -3.5917
50 H -3.3815 0.4202 -3.0277
51 H 1.6902 5.1531 -0.6994
52 H 0.0392 -5.6636 1.9546
53 H -2.3903 -1.2781 4.4559
54 H 0.0082 -3.2573 1.4760
55 H -0.0841 0.1347 -3.2518
56 H 4.4585 1.2781 -4.2324
57 H -1.5557 -0.2687 2.3087
58 H -0.0405 -4.8311 6.1573
59 H -3.3278 0.2639 6.1380
60 H 1.2193 2.8354 -0.0357
61 H -0.9512 -3.6011 -1.9517
62 H -3.6905 -1.1517 -3.8190
63 H 4.1538 3.7590 -3.9289
64 H 0.3340 2.4867 6.1114
65 H -4.2658 -0.8531 -2.1499
66 H -2.7250 -3.6024 -1.7741
67 H -1.9868 -3.4752 -3.4008
68 H 1.2658 0.9424 4.4368
69 H -0.0011 -6.4723 4.3027
70 H -1.1561 -0.7084 -4.3933
71 H -1.9621 2.1578 6.9774
72 H 3.8506 -1.0379 -3.4831
73 H -0.0534 -2.4123 5.6695
74 H 3.1514 5.6193 -2.6648

These are the Löwdin partial charges, in e, on atoms 1 to 8: number 1, Tb, carries 1.600; number 2, Br, carries 0.746; number 3, Br, carries 0.668; number 4, Br, carries 0.732; number 5, Br, carries 0.666; number 6, As, carries 1.015; number 7, O, carries -0.566; number 8, O, carries -0.109

---

6.
Here is a molecular structure, C30H41BrCl2IMgN8O5P2 from the OMol25 dataset. Energies are from ωB97M-V/def2-TZVPD.

**Charge**: +1
**Highest occupied orbital energy**: -9.79 eV

Positions of all 91 atoms, in Å:
1 I 2.6318 -1.6355 -5.4049
2 Br 5.4074 -0.1167 2.2978
3 Cl -1.6409 5.9952 3.0428
4 Cl -1.2013 2.3128 -0.9107
5 P -0.2257 -3.2176 1.0358
6 P -2.6640 -1.7916 0.3189
7 Mg 0.1017 -0.1485 0.1993
8 O -1.8408 -2.9935 0.9669
9 O -1.2691 -0.9291 2.9328
10 O 0.6016 -2.0184 0.7467
11 O -1.8145 -0.6607 -0.1489
12 O -0.1375 0.7114 1.9369
13 N -3.2894 -2.4709 -1.0734
14 N -3.8218 -1.4444 1.3951
15 N 0.4164 -0.6791 -1.9138
16 N 2.0550 0.8337 0.1488
17 N -0.0437 -4.3072 -0.1869
18 N 0.0712 -3.8084 2.5152
19 N -0.3786 -1.5963 -2.4838
20 N -1.4417 3.2107 1.9579
21 C 4.1962 0.7947 1.1851
22 C -2.5248 1.9109 3.6780
23 C 0.1275 -2.0609 -3.6348
24 C -2.6066 2.8777 2.6618
25 C -4.9659 3.1385 3.1066
26 C -0.8811 -5.4962 -0.3082
27 C -3.8333 -1.5345 -2.0681
28 C -1.4558 5.5826 1.3758
29 C -4.1872 -3.6117 -0.8792
30 C -3.6744 1.5895 4.3885
31 C 1.4593 -0.5614 -2.7269
32 C -0.7178 -4.9066 3.0623
33 C -1.3879 4.2316 1.0104
34 C 0.8330 -3.0571 3.5148
35 C 3.5836 2.6309 -0.1936
36 C 2.9553 0.2371 0.9322
37 C 1.3231 -4.5283 -0.6662
38 C -1.1470 6.2932 -0.8947
39 C 1.3258 -1.4094 -3.8334
40 C -1.0640 4.9710 -1.2972
41 C -1.2189 1.2209 3.9972
42 C -0.8543 0.2305 2.8961
43 C -3.8340 3.4754 2.3811
44 C -4.8940 2.1940 4.1186
45 C -4.5182 -0.1634 1.2189
46 C -1.1993 3.9722 -0.3492
47 C 2.3653 2.0101 -0.4023
48 C -3.9871 -2.0477 2.7138
49 C 4.5233 2.0143 0.6169
50 C -1.3510 6.5987 0.4414
51 H -1.4041 -5.3100 2.3204
52 H -5.9060 3.6246 2.8794
53 H 3.7911 3.5849 -0.6566
54 H 1.6274 -3.6879 3.9172
55 H -5.5906 -0.3116 1.3537
56 H -5.7716 1.9356 4.6956
57 H -3.9022 -2.0466 -3.0285
58 H -3.9004 4.2141 1.5921
59 H -5.1857 -3.2872 -0.5684
60 H -3.1799 -0.6708 -2.1748
61 H 2.2662 0.1138 -2.4957
62 H -3.4834 -3.0096 2.7582
63 H -0.8989 -5.8066 -1.3538
64 H -4.2739 -4.1609 -1.8165
65 H -0.8080 2.4299 1.8060
66 H -1.3109 -4.5488 3.9076
67 H -4.1631 0.5702 1.9446
68 H -0.9229 4.7093 -2.3365
69 H 2.6731 -0.7136 1.3684
70 H -1.4102 7.6255 0.7737
71 H 5.4863 2.4684 0.8054
72 H -4.3441 0.2360 0.2201
73 H 1.6064 2.4645 -1.0272
74 H 0.1708 -2.7372 4.3199
75 H -3.5668 -1.4012 3.4840
76 H -1.0544 7.0866 -1.6230
77 H -0.4994 -6.3307 0.2887
78 H -3.6031 0.8524 5.1802
79 H -1.2288 -1.8813 -2.0127
80 H 1.8513 -5.2776 -0.0680
81 H -0.4180 1.9566 4.0946
82 H -0.3839 -2.8017 -4.2256
83 H -3.7929 -4.2853 -0.1221
84 H -1.9017 -5.2809 -0.0049
85 H -1.3239 0.6752 4.9329
86 H 1.2720 -4.8822 -1.6964
87 H -5.0525 -2.2005 2.8935
88 H -4.8365 -1.1903 -1.7956
89 H -0.0698 -5.7143 3.4061
90 H 1.2640 -2.1695 3.0640
91 H 1.8799 -3.5951 -0.6475

These are the Löwdin partial charges, in e, on atoms 1 to 8: number 1, I, carries 0.902; number 2, Br, carries 0.798; number 3, Cl, carries 0.753; number 4, Cl, carries 0.790; number 5, P, carries 0.540; number 6, P, carries 0.508; number 7, Mg, carries 0.484; number 8, O, carries -0.248